1.
ORCA calculation (the ωB97M-V functional and the def2-TZVPD basis) on a structure of composition C33H37F15GeN5O4PSTl.

```
98
Properties=species:S:1:pos:R:3:forces:R:3
Tl -0.9149 0.0452 1.4922 0.0 -0.1 0.0
Ge 1.1613 -3.8556 -1.4792 -0.1 0.0 -0.2
S 2.4394 -2.2150 -1.2305 0.1 -0.1 0.1
P -1.3396 3.6879 0.3162 0.1 -0.1 -0.1
F -0.0326 -3.6281 -6.6686 0.0 0.0 0.1
F -2.5156 -5.4992 3.1959 0.1 0.0 -0.1
F 1.5267 -3.7551 1.6276 0.0 -0.2 0.0
F 3.8245 -5.1540 -0.4442 0.0 0.0 0.0
F -2.9393 -1.3541 -3.7482 0.0 0.0 0.0
F -3.3267 -5.9467 0.6403 0.1 0.0 0.0
F -1.4924 -2.1860 -1.6490 0.0 -0.1 0.0
F 3.7952 -9.3052 -2.5920 0.0 0.1 0.0
F -1.7469 -5.3084 -1.4083 0.0 0.1 0.0
F 0.1797 -6.3979 -3.1788 0.0 -0.1 0.0
F 1.3795 -8.7337 -3.6979 0.0 0.0 0.0
F -2.2217 -2.0662 -6.2721 0.0 0.0 0.1
F -0.0736 -4.4015 3.6676 0.0 0.0 0.0
F 5.0043 -7.4976 -0.9655 0.0 0.0 0.0
F 1.4091 -4.4890 -4.5747 0.0 0.1 -0.1
O -1.8743 5.1014 0.9266 0.1 0.0 0.0
O -1.5887 3.6427 -1.1466 0.0 0.0 0.0
O 0.2270 3.8520 0.6690 0.0 0.0 0.1
O -1.8107 2.5612 1.1888 0.0 0.0 0.1
N 1.6631 -0.8307 1.7970 0.0 -0.1 -0.2
N 0.4800 1.1246 -2.9625 0.0 0.0 -0.1
N 0.6332 0.9076 -0.5074 0.0 0.2 0.2
N 0.0704 -0.7020 4.2275 0.0 0.0 0.0
N 0.3079 1.9052 2.9866 0.0 0.0 0.0
C -1.3047 -5.0175 -0.1766 0.0 -0.1 0.1
C 1.3898 -1.3184 4.2048 0.0 -0.1 0.1
C 1.2854 0.2108 -3.7626 0.0 0.0 0.0
C -0.0687 -4.4218 0.0116 0.0 0.1 0.1
C 0.3159 -4.2546 1.3307 -0.1 0.0 0.0
C 1.3896 -6.6126 -2.6365 0.0 -0.1 0.0
C 3.2003 -5.9891 -1.2783 0.0 -0.1 0.0
C 1.1884 5.9989 1.1029 0.0 0.0 0.0
C -1.8778 -2.1449 -3.9391 0.0 0.0 0.0
C 3.8247 -7.2023 -1.5249 0.0 0.0 0.0
C -0.0814 0.5187 5.0004 0.0 0.0 0.1
C -2.1379 -5.3775 0.8706 0.0 0.0 0.0
C 0.3261 -3.7327 -4.3258 0.0 -0.1 -0.1
C 1.9821 -7.8333 -2.9115 0.0 0.0 0.0
C 3.2116 -8.1266 -2.3506 0.0 0.0 0.0
C -0.0245 -3.4266 -3.0261 0.0 0.0 0.1
C 1.1726 4.8021 0.1578 0.0 0.0 0.0
C -1.1239 -2.6022 -2.8718 0.0 0.1 0.0
C -4.1684 4.7439 0.1624 -0.1 0.0 0.0
C -3.5739 4.7858 2.5987 0.0 0.0 0.0
C 0.5316 1.0107 -1.6534 0.0 -0.1 0.0
C 1.9792 -5.6493 -1.8386 0.1 0.0 0.0
C -1.5122 -2.5020 -5.2255 0.0 0.1 0.0
C -3.2548 5.3528 1.2186 -0.1 0.0 0.0
C 0.6259 1.7308 4.3946 0.0 0.0 0.0
C 2.5093 4.0679 0.1915 0.0 0.0 0.0
C 0.8550 5.2482 -1.2630 0.0 0.0 0.0
C -1.7285 -5.1547 2.1724 0.0 0.0 0.0
C -0.4871 -4.5944 2.4067 0.0 0.0 0.0
C -0.3969 -3.2957 -5.4236 0.0 0.0 0.0
C 2.3145 -0.8196 3.0948 0.0 0.0 0.0
C -0.7063 1.7145 -3.5709 -0.1 0.1 0.0
C -3.3832 6.8718 1.2197 0.0 -0.1 0.0
H 1.3860 5.6634 2.1218 0.0 0.0 0.0
H -0.5048 2.4920 2.8124 0.0 0.0 0.0
H 0.8371 4.3968 -1.9411 0.0 0.0 0.0
H 2.7976 3.8466 1.2209 0.0 0.0 0.0
H 1.9999 -0.3075 -3.1250 0.0 0.0 0.0
H 2.4234 3.1268 -0.3503 0.0 0.0 0.0
H -0.6180 -1.3779 4.5249 0.0 0.0 0.0
H 1.6535 -1.7601 1.3872 0.1 0.1 0.0
H 1.6241 5.9532 -1.5868 0.0 0.0 0.0
H -3.9082 5.1151 -0.8277 0.0 0.0 0.0
H 0.6478 -0.5393 -4.2393 0.0 -0.1 0.0
H -0.4078 2.1873 -4.5081 0.0 0.0 0.0
H 1.0637 2.3255 2.4623 0.0 0.0 -0.1
H -3.4459 3.7048 2.5915 0.0 0.0 0.0
H 1.2432 -2.3911 4.0603 0.0 0.0 0.0
H -3.1516 7.2678 0.2307 0.0 0.0 0.0
H -5.2041 5.0076 0.3879 0.0 0.0 0.0
H 1.8102 0.7731 -4.5371 0.0 0.0 0.0
H 2.6401 0.2008 3.3020 0.0 0.0 0.0
H 0.2806 0.4054 6.0371 0.0 0.0 0.0
H 1.9678 6.7047 0.8088 0.0 0.0 0.0
H 3.2160 -1.4480 3.1249 0.0 0.0 0.0
H -1.1523 0.7331 5.0525 0.0 0.0 0.0
H 0.2233 6.5021 1.0875 0.0 0.0 0.0
H -4.0780 3.6581 0.1491 0.0 0.0 0.0
H 1.7059 1.6124 4.5060 0.0 0.0 0.0
H 2.1751 -0.2739 1.1218 -0.1 0.1 0.0
H 3.2954 4.6738 -0.2622 0.0 0.0 0.0
H -2.6855 7.3043 1.9377 0.0 0.0 0.0
H -1.1276 2.4619 -2.8962 0.0 0.0 0.0
H 1.9151 -1.1956 5.1671 0.0 0.0 0.0
H 0.3505 2.6045 4.9998 0.0 0.0 0.0
H -4.3971 7.1718 1.4912 0.0 0.0 0.0
H -4.6007 5.0285 2.8811 0.0 0.0 0.0
H -2.8961 5.2142 3.3393 0.0 0.0 0.0
H -1.4555 0.9446 -3.7848 0.0 0.0 0.0
H -0.1189 5.7304 -1.3165 0.0 0.0 0.0
```
Forces are in eV/Å.

Its total charge is -1. The spin multiplicity is 1. Its max |F| is 0.24 eV/Å. As for the orbital gap: 7.55 eV.

Calculated atomic charges, method Mulliken, unit e: 1.03, 0.83, -0.60, -0.16, -0.35, -0.33, -0.57, -0.31, -0.39, -0.31, -0.43, -0.32, -0.34, -0.35, -0.30, -0.34, -0.38, -0.31, -0.38, -0.04, -0.80, 0.82, -0.84, 0.15, 0.13, 0.03, 0.08, 0.12, 0.76, -0.69, -0.81, -0.45, 0.33, 0.85, 0.05, -1.60, 0.16, 0.04, -1.00, 0.00, 0.22, -0.01, 0.71, -0.27, 1.67, 0.43, -1.56, -1.54, -0.11, -0.25, 0.68, 1.70, -0.83, -1.60, -1.48, 0.84, 0.10, 0.13, -0.78, -0.38, -1.87, 0.30, 0.11, 0.19, 0.32, 0.27, 0.20, 0.23, -0.38, 0.49, 0.33, 0.10, 0.36, -0.21, 0.23, 0.30, 0.38, 0.49, 0.36, 0.27, 0.38, 0.45, 0.49, 0.40, 0.20, 0.31, 0.36, 0.18, 0.47, 0.35, 0.06, 0.23, 0.44, 0.44, 0.46, 0.32, 0.08, 0.25

---

2.
ORCA calculation (the ωB97M-V functional and the def2-TZVPD basis) on a cluster of 5 separate species, C33H37FN3O19S2 in total.

```
95
Properties=species:S:1:pos:R:3:forces:R:3
S 0.7143 -7.3604 2.1931 2.0 -2.4 -4.3
S 3.8789 0.3825 3.3708 1.1 -0.5 -0.3
F 0.7033 -8.3240 3.5174 -0.5 2.2 -1.6
O -7.8486 1.8780 -1.3074 0.4 -0.5 -0.3
O 3.2633 6.3667 -0.7159 0.1 0.4 -0.1
O -7.3606 0.6519 -3.1407 0.2 0.0 0.3
O 2.7154 8.4624 -0.1255 0.4 -0.5 -0.3
O -3.1227 -0.8218 -3.1938 0.4 -0.3 -0.5
O -1.6775 -2.1459 -4.3254 -0.3 0.3 0.0
O 5.1438 5.3256 1.3366 -0.3 -0.8 0.4
O -3.4790 -1.2603 -5.3622 0.5 -0.3 0.6
O -3.4044 -3.2079 -1.3275 -0.1 -0.7 0.9
O 1.9785 -7.6380 1.5139 -1.0 0.9 2.6
O 5.7401 -1.4990 2.4990 -0.2 -0.4 0.1
O -2.1575 -4.0276 1.1119 3.0 0.2 1.7
O -3.2626 -4.6022 0.5097 -1.0 -0.3 -0.9
O 5.3826 3.0963 1.3168 -0.6 0.3 0.2
O -6.0600 0.5188 -1.2959 -0.6 0.2 0.0
O 3.5307 4.0263 2.2364 0.3 -0.1 -0.2
O -0.3725 -7.6082 1.2767 0.0 0.7 2.8
O -2.2852 -5.8682 2.3790 1.5 0.2 0.6
O 4.8388 7.9873 -0.7362 -0.5 0.0 0.0
N 2.4059 -3.9136 3.6552 -1.3 -0.7 -0.7
N 6.6883 0.4952 2.7152 -2.8 -1.1 0.6
N 7.6370 -0.3902 2.3118 -0.6 -2.9 -0.6
C 3.7150 7.6404 -0.5468 0.4 0.2 0.0
C 0.1489 -3.2115 3.0288 1.0 -2.0 -0.3
C -2.3382 -5.3232 -1.7345 0.9 -1.7 -0.5
C 0.4881 8.1502 0.7812 0.1 0.3 0.2
C 1.5004 -2.8836 3.5546 -2.7 -0.6 -0.8
C 0.8548 -5.6034 2.7010 0.5 2.0 1.9
C 3.2248 -1.0471 4.3847 0.5 0.0 0.6
C -7.1174 0.9835 -2.0227 -0.4 0.1 -0.4
C -0.2124 -4.5805 2.5888 2.3 1.3 0.7
C 2.1488 -5.2240 3.2602 -2.1 0.0 -0.7
C -2.1341 -6.6813 -1.2128 0.9 0.0 -1.5
C 6.3846 3.6340 0.4517 0.5 -0.4 -0.1
C 6.4931 5.0495 0.9387 0.7 0.7 -0.7
C 1.4943 7.7313 -0.2659 -0.8 0.2 0.5
C 7.0800 -1.6160 2.1849 -0.1 3.6 0.7
C -4.6649 -0.6298 -4.8605 -0.7 0.6 -0.5
C -3.0595 -4.2635 -0.8962 1.0 -0.3 -2.1
C -1.4295 -7.7175 -1.9917 -0.5 2.8 -0.8
C -0.9317 -7.3636 -3.3366 -1.2 1.2 1.6
C -2.6685 -1.4736 -4.2945 0.1 0.0 -0.1
C -5.9602 1.3572 -0.1446 0.3 -0.3 0.4
C -1.1516 -6.0062 -3.8660 -0.7 -0.4 1.9
C -5.2663 0.2957 -5.8918 0.2 0.0 -0.4
C 5.5199 -0.1807 2.8454 2.7 -0.2 -0.4
C -4.1441 0.0736 -3.6425 -0.4 0.2 0.5
C -1.8310 -4.9774 -3.0769 0.0 -1.9 0.8
C 1.7511 -1.4000 3.9437 0.7 -0.1 -0.5
C 1.9674 6.3115 -0.1217 -0.2 -0.4 -0.1
C -7.5168 3.1417 0.7366 -0.2 0.2 -0.2
C -7.3830 1.8050 0.0439 -0.1 0.7 0.7
C -1.6191 -4.9370 2.0470 -2.0 0.1 -0.9
C 6.9591 6.0253 -0.1164 -0.1 0.2 0.0
C 4.5873 4.1396 1.6842 -0.2 0.2 0.0
H 0.8561 7.9332 1.7868 0.0 -0.1 -0.1
H -4.5763 1.1059 -6.1412 0.0 0.0 0.1
H 8.0052 5.8508 -0.3765 0.0 -0.1 0.1
H -5.3787 -1.4176 -4.5991 0.1 0.0 0.1
H -1.2904 -8.7145 -1.5141 -0.1 0.9 -0.7
H -0.4630 7.6346 0.6380 0.1 0.0 -0.1
H -5.2741 2.1775 -0.3750 -0.1 0.1 0.1
H -4.9093 0.2110 -2.8782 0.5 -0.3 -0.2
H 3.2614 -0.7437 5.4694 -0.1 -0.3 -1.2
H 0.3159 9.2271 0.7358 -0.1 -0.1 -0.1
H -8.5483 3.4946 0.6886 0.0 -0.1 0.1
H 2.0799 5.9951 0.9195 -0.1 0.1 0.0
H 6.8502 7.0498 0.2380 0.1 -0.1 0.0
H -7.9802 1.0487 0.5642 0.1 0.0 -0.1
H 2.9606 -5.9841 3.3810 -0.8 0.9 -0.2
H 0.9893 -1.0591 4.7032 0.8 -0.6 -0.7
H 1.0993 7.9270 -1.2688 0.1 -0.1 0.0
H 6.3553 5.9421 -1.0212 0.0 0.0 0.1
H 7.1268 5.1242 1.8289 -0.1 -0.1 0.0
H -0.7988 -5.7421 -4.8888 -0.3 -0.3 1.0
H -1.9784 -3.9425 -3.4794 0.3 -1.3 0.5
H -6.9024 3.9005 0.2461 0.0 -0.1 0.0
H 3.3384 -3.7453 4.0393 -0.3 0.2 -0.1
H 6.0267 3.5558 -0.5787 0.0 0.2 0.0
H 1.3284 5.5996 -0.6442 0.2 0.0 -0.1
H -5.5770 0.8011 0.7106 0.0 -0.1 -0.2
H 1.5355 -0.7905 3.0121 0.1 -0.8 0.9
H -7.2165 3.0716 1.7833 0.0 -0.1 0.0
H 7.5440 -2.5885 1.8938 -0.7 1.2 0.4
H -0.3968 -8.1386 -3.9417 -0.6 0.9 0.6
H -2.4833 -6.9533 -0.1850 0.3 0.4 -1.1
H -5.4646 -0.2440 -6.8198 -0.1 0.0 0.1
H 7.3199 3.0830 0.5474 -0.2 -0.1 0.2
H -3.6800 1.0399 -3.8652 0.0 -0.1 -0.2
H -0.6343 -2.4117 2.9353 1.1 -0.8 0.2
H 3.9769 -1.8678 4.2603 -0.8 0.6 0.0
H -6.1989 0.7291 -5.5291 0.0 -0.1 0.1
```
Forces are in eV/Å.

Its total charge is +1. The spin multiplicity is 1. The energy relative to the best compared isomer or geometry (same formula, charge and spin) comes out at 0.0 kcal per mole. Its max |F| is 5.33 eV/Å. As for the orbital gap: 5.37 eV.

Calculated atomic charges, method Mulliken, unit e: 1.20, -0.07, -0.22, -0.34, -0.27, -0.52, -0.36, -0.28, -0.69, -0.29, -0.39, -0.46, -0.59, -0.26, -0.08, -0.29, -0.22, -0.31, -0.58, -0.37, -0.37, -0.54, 0.08, -0.15, -0.46, 0.69, -0.57, 0.26, -1.48, 0.31, -0.10, -0.73, 0.64, 0.74, -0.58, -0.22, -0.60, 0.55, 0.49, 0.07, 0.62, 0.50, -0.64, -0.37, 0.71, -0.55, -0.53, -1.48, 0.48, 0.26, -0.08, -0.71, -0.46, -1.47, 0.48, 0.29, -1.57, 0.61, 0.35, 0.37, 0.44, 0.28, 0.39, 0.37, 0.32, -0.41, 0.44, 0.37, 0.36, 0.27, 0.36, 0.25, 0.41, 0.46, 0.25, 0.34, 0.24, 0.41, 0.28, 0.36, 0.26, 0.33, 0.32, 0.32, 0.44, 0.38, 0.36, 0.35, 0.43, 0.37, 0.36, 0.34, 0.49, 0.23, 0.35

---

3.
ORCA calculation (the ωB97M-V functional and the def2-TZVPD basis) on a structure of composition C33H37FN9O6S2SeTi.

```
90
Properties=species:S:1:pos:R:3:forces:R:3
Se 0.3519 0.7426 4.4044 0.0 0.0 0.0
Ti -1.7839 -1.7900 1.4722 -1.3 -0.1 -0.1
S -3.9307 -2.9105 0.4956 0.4 0.2 0.3
S -0.1151 2.8259 -3.7745 -0.3 0.0 0.0
F 1.5929 3.9652 0.5113 0.0 0.0 0.1
O 0.5070 3.9227 -3.0266 -0.8 -0.2 0.2
O 0.3841 -4.1590 -0.9166 0.0 0.0 0.0
O -1.0153 3.2445 -4.8174 0.0 0.0 0.0
O -0.4113 -0.5280 0.8334 0.5 0.1 0.0
O -1.0731 -2.9467 0.2689 0.6 -0.5 -0.7
O 0.8676 1.8191 -4.1943 0.1 0.0 0.0
N -2.6461 -3.0213 2.9749 -0.2 -0.3 0.4
N -0.0842 -2.6211 2.7296 -0.2 0.0 0.0
N -4.0048 -2.9967 3.1842 0.1 0.0 -0.1
N 3.1303 3.9776 -1.8857 0.2 -0.2 0.0
N 2.1310 -0.6922 -2.3465 0.0 0.0 0.0
N -1.9120 -0.4842 3.0123 0.1 0.4 0.4
N -3.0841 -0.0626 0.5672 0.3 -0.1 -0.4
N 5.0577 5.3019 -2.7437 0.0 0.0 0.1
N -6.0195 -2.7817 2.1298 0.1 0.0 -0.1
C 1.2633 0.4981 -0.4413 -0.1 0.0 -0.1
C 1.4847 -1.7806 -1.9463 0.0 0.0 0.0
C 2.9511 4.2070 -3.3206 0.4 0.3 -0.2
C -0.0044 -3.0976 -0.5110 -0.1 0.1 0.0
C 0.4284 -4.1230 4.5121 0.0 0.0 0.0
C 1.2163 -2.3996 2.5695 0.0 0.1 0.0
C -1.4541 2.6548 -1.3711 0.0 0.0 -0.1
C 4.3417 -0.8964 -3.4728 0.0 0.0 0.0
C 2.1845 -3.0218 3.3391 0.0 0.0 0.0
C -1.5135 0.6740 -2.7247 0.0 0.0 0.0
C -1.1096 1.9918 -2.5391 0.0 0.0 0.1
C 3.1610 5.2445 -1.1747 -0.1 0.1 0.0
C 0.6512 -1.8110 -0.8528 0.1 -0.1 0.0
C 2.5765 2.8181 -1.3263 -0.1 0.3 0.0
C 4.2908 4.6932 -3.8894 0.1 -0.1 0.0
C 0.4438 -0.6332 -0.1155 0.0 0.1 0.1
C -6.7938 -2.9492 3.3556 0.0 0.0 0.0
C -2.2054 0.0066 -1.7256 0.0 -0.1 0.0
C 2.8426 -0.7117 -3.6394 0.0 0.0 0.0
C 2.7559 1.6194 -1.9801 -0.1 -0.1 0.0
C 4.1583 6.1670 -1.9102 0.0 0.0 0.0
C -2.4844 -4.3439 5.0388 0.0 0.0 0.0
C -2.1424 1.9888 -0.3673 0.0 0.0 0.0
C 2.0739 0.4686 -1.5829 0.0 0.0 -0.1
C -4.6802 -2.8811 2.0677 -0.2 -0.1 0.1
C 1.7834 -3.9058 4.3218 0.0 0.0 0.0
C -7.3156 -4.3687 3.5160 0.0 0.0 0.0
C 1.7915 2.8095 -0.1508 0.0 0.0 0.0
C -2.4936 0.6601 -0.5340 -0.1 0.1 0.1
C -0.4786 -3.4610 3.7014 0.0 -0.1 0.0
C -1.0165 0.0231 3.5927 -0.1 0.1 0.1
C 1.1645 1.6916 0.2948 0.0 0.0 0.0
C -1.9310 -3.6049 3.8694 0.0 0.0 0.0
H 2.5677 0.2011 -4.1672 0.0 0.0 0.0
H 2.5949 3.3117 -3.8212 0.1 0.1 -0.1
H -6.1432 -2.6810 4.1834 0.0 0.0 0.0
H 2.1686 4.9521 -3.4758 0.2 0.0 0.0
H -3.9330 -0.5430 0.2739 0.0 0.1 0.1
H -1.2650 0.1684 -3.6494 0.0 0.0 0.0
H 4.7752 6.7380 -1.2206 0.0 0.0 0.0
H 3.2277 -2.8016 3.1670 0.0 0.0 0.0
H 4.7770 -0.1308 -2.8315 0.0 0.0 0.0
H 5.8804 5.8062 -3.0694 0.0 0.0 0.0
H -6.4888 -5.0792 3.5401 0.0 0.0 0.0
H -7.8783 -4.4631 4.4448 0.0 0.0 0.0
H 4.5650 -1.8688 -3.0335 0.0 0.0 0.0
H 2.5104 -4.4113 4.9426 0.0 0.0 0.0
H 0.0768 -4.7960 5.2792 0.0 0.0 0.0
H -1.1534 3.6858 -1.2449 0.0 0.0 0.0
H 3.3376 1.6124 -2.8858 0.0 0.0 0.0
H -3.3046 0.5761 1.3251 0.0 -0.1 0.1
H 1.5968 -2.6729 -2.5490 0.0 0.0 0.0
H -2.0444 -3.9668 5.9630 0.0 0.0 0.0
H -2.2425 -5.4064 4.9604 0.0 0.0 0.0
H 0.5383 1.7315 1.1754 0.0 0.0 0.0
H 2.1838 5.7361 -1.1611 0.0 0.0 0.0
H 5.3556 4.5254 -2.1478 0.1 0.0 0.0
H 2.4180 -1.5370 -4.2072 0.0 0.0 0.0
H -6.5028 -2.8623 1.2495 0.0 0.1 0.0
H -2.5033 -1.0283 -1.8611 0.0 0.0 0.0
H 3.4820 5.0883 -0.1489 0.0 0.0 0.0
H 4.8267 -0.8476 -4.4472 0.0 0.0 0.0
H 1.4990 -1.6839 1.8123 0.0 0.0 0.0
H -7.6151 -2.2320 3.3309 0.0 0.0 0.0
H -3.5614 -4.2301 5.0765 0.0 0.0 0.0
H -2.3840 2.4991 0.5589 0.0 0.0 0.0
H 3.6642 6.8527 -2.5951 0.0 0.0 0.0
H -7.9775 -4.6415 2.6930 0.0 0.0 0.0
H 4.1589 5.4695 -4.6405 0.0 0.0 0.0
H 4.9101 3.8970 -4.3001 0.0 0.0 0.0
```
Forces are in eV/Å.

Its total charge is +1. The spin multiplicity is 1. The energy relative to the best compared isomer or geometry (same formula, charge and spin) comes out at 10.3 kcal per mole. Its max |F| is 1.34 eV/Å. As for the orbital gap: 7.15 eV.

Calculated atomic charges, method Mulliken, unit e: -0.21, -1.19, -0.53, 1.46, -0.45, -0.72, -0.66, -0.73, 0.21, 0.15, -0.66, 0.96, 0.59, -1.08, 0.40, 0.37, -0.36, -0.25, -0.12, -0.19, 0.73, -0.21, -0.64, 0.06, -0.89, -0.15, -0.68, -1.12, -1.13, -0.91, -0.06, -0.74, 0.43, -0.82, -1.35, 0.77, -0.40, -0.58, -0.77, -1.23, -0.70, -1.86, -0.56, 0.08, 0.58, -0.67, -1.06, 0.72, 0.35, 0.55, 0.32, -0.57, 0.93, 0.25, 0.37, 0.25, 0.65, 0.47, 0.47, 0.39, 0.50, 0.30, 0.32, 0.30, 0.34, 0.36, 0.43, 0.50, 0.55, 0.89, 0.28, 0.62, 0.42, 0.39, 0.40, 0.39, 0.39, 0.56, 0.24, 0.43, 0.56, 0.41, 0.56, 0.38, 0.34, 0.36, 0.36, 0.32, 0.40, 0.42